Entry 1:
Here is a 3-piece molecular cluster, C4H11N3 overall in a non-equilibrium geometry from the Open Molecules 2025 dataset. Energies are from ωB97M-V/def2-TZVPD.

Cartesian coordinates (Å):
C  2.669  -0.396  -0.013
C  0.038  -1.708  0.046
C  -2.496  0.802  -0.252
N  0.513  -0.423  0.545
N  -1.720  0.320  0.866
C  0.441  0.722  0.074
N  0.533  1.912  -0.191
H  -1.589  1.092  1.521
H  1.375  2.271  -0.620
H  -0.805  -1.988  0.674
H  -0.277  -1.664  -0.997
H  3.091  0.565  0.252
H  2.898  -1.199  0.673
H  2.695  -0.644  -1.067
H  0.829  -2.448  0.157
H  -3.525  1.033  0.074
H  -2.567  0.032  -1.026
H  -2.103  1.720  -0.714

Results
* orbital gap (spin up / spin down): 9.6 / 7.4 eV
* ΔE to the lowest compared entry with this formula, charge and spin: 7.018 eV
* LUMO energy (spin up / spin down): 0.8535 / 0.2360 eV
* charge: 0
* E_tot: -323.04864 Eh


Entry 2:
Here is C4H6N2O as an isolated structure in a non-equilibrium geometry from the Open Molecules 2025 dataset. Energies are from ωB97M-V/def2-TZVPD.

Cartesian coordinates (Å):
C  -2.169  0.051  -0.258
C  -0.740  -0.390  -0.048
O  -0.047  0.799  0.378
C  1.166  0.843  0.815
N  1.971  -0.294  0.633
C  2.930  0.480  0.021
N  3.696  1.105  -0.585
H  -2.218  0.807  -1.047
H  -2.791  -0.801  -0.539
H  -2.558  0.493  0.664
H  -0.290  -0.786  -0.966
H  -0.648  -1.127  0.755
H  1.698  -1.178  0.176

Results
* orbital gap: 9.7 eV
* ΔE to the lowest compared entry with this formula, charge and spin: 4.323 eV
* LUMO energy: 0.4503 eV
* charge: 0
* E_tot: -340.63604 Eh


Entry 3:
Here is a 2-piece molecular cluster, C3H7OS overall in a non-equilibrium geometry from the Open Molecules 2025 dataset. Energies are from ωB97M-V/def2-TZVPD.

Cartesian coordinates (Å):
O  1.195  3.493  -0.683
C  1.208  2.282  -0.733
H  2.053  1.583  -0.610
H  0.322  1.654  -0.941
C  -1.107  -1.732  0.557
C  -0.185  -0.602  0.003
S  1.032  -0.145  1.306
H  -0.757  -1.876  1.607
H  -1.143  -2.659  -0.029
H  -2.055  -1.241  0.758
H  -0.885  0.184  -0.335
H  0.322  -0.942  -0.901

Results
* orbital gap: 6.8 eV
* ΔE to the lowest compared entry with this formula, charge and spin: 1.411 eV
* LUMO energy: 4.1020 eV
* charge: -1
* E_tot: -591.91642 Eh


Entry 4:
Here is H13LiO7 as an isolated structure in a non-equilibrium geometry from the Open Molecules 2025 dataset. Energies are from ωB97M-V/def2-TZVPD.

Cartesian coordinates (Å):
Li  -0.183  0.778  0.102
O  0.006  -1.248  0.400
H  -0.512  -1.876  1.088
O  1.113  -0.879  -1.918
H  0.884  -1.719  -2.433
H  0.806  -1.218  -1.177
O  -2.477  -1.937  -0.437
H  -1.969  -2.412  -1.046
H  -1.710  -1.557  0.000
O  1.566  1.655  -0.219
H  2.277  2.117  0.346
H  1.826  0.857  -0.655
O  2.323  -1.340  1.696
H  1.321  -1.362  1.317
H  2.518  -2.259  1.630
O  -0.815  2.205  1.597
H  -0.233  1.833  2.305
H  -0.858  3.213  1.668
O  -1.628  1.590  -1.372
H  -2.092  2.469  -0.949
H  -2.170  1.097  -1.939

Results
* orbital gap: 9.0 eV
* ΔE to the lowest compared entry with this formula, charge and spin: 0.874 eV
* LUMO energy: -0.3794 eV
* charge: 0
* E_tot: -542.01893 Eh


Entry 5:
Here is C5H6O in the gas phase from the Open Molecules 2025 dataset. Energies are from ωB97M-V/def2-TZVPD.

Cartesian coordinates (Å):
O  0.151  -0.507  -1.907
C  0.759  -0.690  -0.671
C  1.337  0.455  0.090
C  0.107  -0.261  0.632
C  -1.242  0.251  0.688
C  -2.408  0.503  0.874
H  -0.321  0.337  -1.908
H  1.271  -1.647  -0.661
H  1.235  1.449  -0.338
H  2.253  0.302  0.653
H  0.301  -0.893  1.496
H  -3.444  0.700  1.051

Results
* orbital gap: 10.3 eV
* SMILES: C#C[C@@H]1C[C@@H]1O
* ΔE to the lowest compared entry with this formula, charge and spin: 2.675 eV
* LUMO energy: 0.9707 eV
* charge: 0
* E_tot: -269.24794 Eh


Entry 6:
Here is C43H34N3O3P2Pd as an isolated structure from the Open Molecules 2025 dataset. Energies are from ωB97M-V/def2-TZVPD.

Cartesian coordinates (Å):
Pd  0.021  0.100  0.251
C  -1.584  -1.343  2.951
C  -1.025  -2.739  2.923
C  -1.520  -3.662  3.849
C  -1.081  -4.971  3.889
C  -0.114  -5.399  2.990
C  0.391  -4.502  2.068
C  -0.047  -3.175  2.016
P  0.585  -2.114  0.656
C  2.373  -2.464  0.595
C  3.030  -2.885  1.753
C  4.398  -3.101  1.761
C  5.123  -2.898  0.597
C  4.484  -2.433  -0.538
C  3.115  -2.176  -0.561
C  2.519  -1.526  -1.780
C  -0.136  -2.894  -0.823
C  0.208  -4.141  -1.332
C  -0.333  -4.572  -2.533
C  -1.222  -3.750  -3.217
C  -1.583  -2.518  -2.695
C  -1.055  -2.075  -1.482
C  -1.464  -0.774  -0.859
H  -2.098  -1.171  3.897
H  -2.311  -1.197  2.149
H  -0.818  -0.578  2.843
H  -2.268  -3.327  4.558
H  -1.486  -5.656  4.624
H  0.248  -6.419  3.010
H  1.160  -4.834  1.383
H  2.470  -3.039  2.665
H  4.889  -3.413  2.673
H  6.194  -3.059  0.585
H  5.064  -2.202  -1.423
H  3.312  -1.112  -2.401
H  1.872  -0.686  -1.508
H  1.933  -2.229  -2.377
H  0.937  -4.756  -0.820
H  -0.045  -5.530  -2.947
H  -1.632  -4.073  -4.167
H  -2.280  -1.883  -3.229
H  -2.235  -0.962  -0.102
H  -1.928  -0.131  -1.606
O  3.037  3.464  -2.108
C  2.011  3.106  -1.549
O  1.295  2.076  -1.803
C  1.353  4.011  -0.525
C  1.985  5.168  -0.093
C  1.345  6.020  0.792
C  0.060  5.724  1.227
C  -0.577  4.568  0.799
C  0.076  3.688  -0.062
P  -0.661  2.121  -0.649
C  -2.363  2.220  0.126
C  -2.414  2.033  1.513
C  -3.625  1.935  2.178
C  -4.820  1.996  1.469
C  -4.786  2.159  0.095
C  -3.567  2.272  -0.570
C  -1.095  2.387  -2.400
C  -1.654  3.599  -2.789
C  -1.976  3.833  -4.119
C  -1.742  2.852  -5.071
C  -1.168  1.645  -4.691
C  -0.835  1.418  -3.365
H  2.974  5.374  -0.480
H  1.839  6.920  1.136
H  -0.450  6.392  1.911
H  -1.575  4.351  1.153
H  -1.489  1.940  2.076
H  -3.635  1.796  3.253
H  -5.768  1.909  1.986
H  -5.709  2.194  -0.472
H  -3.570  2.391  -1.645
H  -1.836  4.369  -2.047
H  -2.403  4.784  -4.411
H  -1.990  3.032  -6.110
H  -0.957  0.885  -5.434
H  -0.339  0.500  -3.076
O  0.550  1.243  2.788
N  1.299  0.995  1.806
C  2.604  0.975  2.026
C  3.115  1.139  3.351
N  3.544  1.225  4.415
C  3.525  0.820  0.950
N  4.329  0.739  0.130

Results
* orbital gap: 8.1 eV
* ΔE to the lowest compared entry with this formula, charge and spin: 0.000 eV
* LUMO energy: 2.4170 eV
* charge: -1
* E_tot: -2859.66098 Eh